Molecular formula: C48H132N12O12
Method: DFT, ωB97M-V/def2-TZVPD

Summary:
* SMILES: COC[C@H](C)N.COC[C@H](C)N.COC[C@H](C)N.COC[C@H](C)N.COC[C@H](C)N.COC[C@H](C)N.COC[C@H](C)N.COC[C@H](C)N.COC[C@H](C)N.COC[C@H](C)N.COC[C@H](C)N.COC[C@H](C)N
* LUMO level: 0.3700 eV
* highest occupied orbital energy: -8.34 eV
* strongest force on any atom: 0.0727 hartree/bohr
* HOMO-LUMO gap: 8.711 eV
* energy relative to the best compared isomer or geometry (same formula, charge and spin): 881.09 kJ/mol
* energy: -3467.45096 Ha

```
! RIJCOSX wB97M-V def2-TZVPD def2/J DEFGRID3
* xyz 0 1
C 0.545 2.322 0.335
O 1.143 1.431 -0.623
C 0.270 0.828 -1.680
C 0.677 -0.619 -1.950
C 0.363 -1.306 -3.261
N 0.267 -1.429 -0.759
H -0.107 2.981 -0.238
H 1.300 2.874 0.896
H -0.063 1.761 1.044
H -0.780 0.803 -1.391
H 0.189 1.513 -2.523
H 1.763 -0.672 -2.016
H 1.059 -1.169 -4.088
H -0.656 -1.120 -3.600
H 0.454 -2.386 -3.137
H -0.265 -0.760 -0.221
H 1.058 -1.788 -0.243
C -0.714 -5.510 -2.247
O -2.094 -5.925 -1.919
C -2.146 -7.329 -1.897
C -3.604 -7.917 -1.543
C -4.384 -7.072 -0.558
N -3.525 -9.265 -1.129
H -0.687 -4.426 -2.136
H -0.500 -5.790 -3.279
H -0.016 -5.824 -1.470
H -1.797 -7.707 -2.858
H -1.275 -7.574 -1.290
H -4.124 -8.032 -2.493
H -4.617 -6.072 -0.924
H -4.054 -7.040 0.480
H -5.330 -7.611 -0.625
H -4.384 -9.796 -1.160
H -2.993 -9.641 -1.900
C -0.072 7.597 -2.732
O -0.359 6.303 -3.153
C -1.616 5.816 -2.835
C -1.937 4.659 -3.788
C -3.358 4.127 -3.579
N -1.118 3.473 -3.522
H 0.938 7.909 -2.999
H -0.340 7.748 -1.687
H -0.646 8.317 -3.315
H -1.805 5.617 -1.780
H -2.344 6.550 -3.184
H -1.846 5.073 -4.792
H -3.378 3.373 -2.792
H -3.621 3.531 -4.452
H -4.229 4.776 -3.483
H -1.152 3.009 -4.418
H -0.188 3.852 -3.628
C 2.806 -1.412 1.826
O 2.476 -2.610 1.128
C 2.919 -3.799 1.841
C 4.436 -3.979 1.941
C 5.148 -3.820 0.630
N 4.771 -5.235 2.533
H 3.881 -1.376 2.005
H 2.311 -1.401 2.797
H 2.463 -0.567 1.228
H 2.527 -3.779 2.857
H 2.387 -4.649 1.412
H 4.868 -3.235 2.610
H 6.036 -4.407 0.392
H 5.289 -2.754 0.454
H 4.375 -4.103 -0.085
H 5.732 -5.474 2.333
H 4.355 -5.935 1.936
C 4.384 2.868 0.673
O 3.762 2.708 1.930
C 4.806 2.851 2.977
C 3.927 2.905 4.280
C 3.061 4.244 4.223
N 4.625 2.838 5.514
H 5.139 2.082 0.655
H 4.851 3.806 0.373
H 3.746 2.525 -0.141
H 5.560 2.070 3.081
H 5.415 3.732 2.773
H 3.431 1.935 4.313
H 2.472 4.477 5.109
H 2.430 4.222 3.334
H 3.803 5.027 4.067
H 5.013 1.907 5.466
H 3.949 2.689 6.249
C -0.105 6.524 1.659
O -1.151 7.056 2.414
C -2.376 6.992 1.612
C -3.600 7.211 2.536
C -3.993 8.661 2.900
N -3.300 6.522 3.805
H 0.236 7.221 0.893
H -0.321 5.607 1.112
H 0.682 6.230 2.353
H -2.399 7.875 0.973
H -2.600 6.091 1.041
H -4.436 6.624 2.154
H -3.949 9.038 1.878
H -3.321 9.163 3.595
H -5.005 8.658 3.304
H -3.105 5.573 3.519
H -2.339 6.798 3.942
C 0.740 2.062 6.435
O -0.427 2.805 6.373
C -0.557 3.595 5.170
C -1.742 3.129 4.337
C -1.662 1.722 3.759
N -2.141 3.985 3.289
H 0.782 1.333 7.244
H 1.627 2.689 6.528
H 0.764 1.505 5.499
H -0.585 4.666 5.366
H 0.356 3.665 4.578
H -2.578 3.141 5.037
H -0.794 1.663 3.103
H -2.516 1.624 3.090
H -1.585 0.862 4.426
H -1.496 3.950 2.513
H -2.930 3.479 2.914
C 3.309 -4.205 -3.316
O 2.473 -5.013 -4.177
C 3.138 -5.641 -5.367
C 2.310 -5.460 -6.678
C 1.847 -4.074 -6.903
N 1.064 -6.301 -6.519
H 3.868 -3.506 -3.937
H 3.956 -4.849 -2.720
H 2.677 -3.655 -2.618
H 4.143 -5.301 -5.614
H 3.174 -6.715 -5.186
H 2.905 -5.917 -7.468
H 2.652 -3.346 -6.803
H 1.082 -3.701 -6.221
H 1.604 -4.026 -7.964
H 0.739 -6.225 -5.566
H 1.344 -7.256 -6.692
C 5.468 -0.737 -1.717
O 6.587 -1.628 -1.964
C 7.864 -1.007 -1.673
C 9.021 -1.792 -2.367
C 10.290 -1.189 -1.736
N 9.015 -1.581 -3.789
H 5.428 0.127 -2.380
H 5.439 -0.414 -0.677
H 4.544 -1.305 -1.833
H 7.750 0.053 -1.899
H 8.044 -1.234 -0.623
H 8.877 -2.839 -2.100
H 11.189 -1.703 -2.078
H 10.347 -1.121 -0.650
H 10.461 -0.157 -2.039
H 9.793 -2.078 -4.199
H 8.273 -2.166 -4.146
C -3.329 2.252 0.340
O -3.867 2.804 1.467
C -4.817 3.919 1.221
C -6.071 3.525 0.376
C -7.117 4.602 0.396
N -6.526 2.286 0.905
H -2.345 2.670 0.129
H -4.068 2.211 -0.461
H -3.193 1.195 0.567
H -5.145 3.941 2.260
H -4.421 4.850 0.817
H -5.778 3.404 -0.666
H -6.930 5.636 0.107
H -7.652 4.649 1.344
H -7.934 4.370 -0.288
H -6.839 2.582 1.819
H -5.799 1.762 1.371
C -0.288 -2.699 5.373
O -1.217 -2.586 4.270
C -1.191 -3.705 3.416
C -1.944 -3.445 2.067
C -1.680 -4.575 1.007
N -1.565 -2.210 1.486
H -0.426 -3.608 5.959
H -0.294 -1.925 6.141
H 0.764 -2.723 5.088
H -0.141 -3.957 3.270
H -1.695 -4.485 3.986
H -2.992 -3.310 2.335
H -2.137 -4.282 0.062
H -2.031 -5.552 1.337
H -0.630 -4.617 0.720
H -0.903 -1.702 2.055
H -0.986 -2.250 0.659
C -6.876 -3.291 -1.683
O -6.387 -2.059 -1.412
C -4.981 -2.030 -1.024
C -4.323 -0.689 -1.154
C -4.583 -0.033 -2.524
N -2.884 -0.796 -1.060
H -7.963 -3.298 -1.764
H -6.591 -4.066 -0.971
H -6.556 -3.786 -2.601
H -5.022 -2.496 -0.039
H -4.485 -2.840 -1.559
H -4.814 -0.114 -0.368
H -5.589 0.367 -2.644
H -4.412 -0.688 -3.379
H -3.994 0.864 -2.714
H -2.718 -1.228 -0.163
H -2.544 -1.416 -1.782
*
```

Mulliken population analysis, charges in e, atoms 1 to 99: 0.23 -0.38 -0.43 1.26 -1.51 0.70 0.09 -0.23 0.10 0.02 0.27 -0.50 0.46 0.34 -0.01 -0.13 -0.28 -0.39 -0.20 -1.08 0.66 -1.16 -0.81 -0.17 0.20 0.43 0.44 0.45 0.27 0.16 0.25 0.45 0.27 0.26 -0.70 -0.34 -0.72 0.15 -1.49 -0.32 0.30 0.18 0.35 0.17 0.51 0.36 0.15 0.44 0.49 0.24 0.30 -0.68 0.08 -1.04 0.80 -0.69 -0.83 0.30 0.17 0.05 0.13 0.42 0.13 0.43 -0.07 -0.04 0.29 0.28 -0.90 0.14 -1.05 0.59 -1.24 -0.79 0.37 0.31 0.09 0.38 0.36 0.26 0.49 -0.02 0.41 0.34 0.34 -0.44 -0.47 0.32 0.30 -1.39 -0.90 0.31 -0.03 0.22 0.60 -0.27 0.05 0.32 0.29